ORCA calculation (ωB97M-V/def2-TZVPD) on a cluster of 5 separate species, C30H75N5 in total in a non-equilibrium geometry.

Last column: Mulliken charge in e.
Element x y z (Å)
C  4.418  2.249  5.068  -1.116
C  3.439  2.188  3.879  -0.910
N  4.021  2.420  2.573  0.467
C  4.882  1.387  2.003  -0.755
C  4.223  0.027  1.901  -0.406
C  4.616  3.731  2.401  -0.637
C  3.673  4.904  2.665  -1.267
H  3.895  2.053  6.005  0.411
H  4.905  3.215  5.169  0.254
H  5.114  1.420  4.920  0.269
H  2.853  1.270  3.920  0.466
H  2.672  2.957  4.010  0.460
H  5.051  1.733  0.980  0.301
H  5.855  1.337  2.517  0.338
H  4.865  -0.587  1.275  0.117
H  4.092  -0.453  2.872  0.318
H  3.235  0.164  1.462  -0.077
H  4.994  3.841  1.383  0.405
H  5.496  3.822  3.062  0.443
H  2.765  4.751  2.080  0.241
H  4.184  5.852  2.513  0.409
H  3.349  4.920  3.710  0.292
C  -0.501  -2.217  -4.782  -0.415
C  0.600  -3.234  -4.515  -0.451
N  0.576  -4.442  -5.345  0.278
C  0.615  -4.141  -6.764  -0.565
C  1.106  -5.314  -7.621  -1.407
C  -0.470  -5.410  -5.034  -0.301
C  -0.698  -5.664  -3.543  -1.309
H  -0.348  -1.835  -5.794  0.374
H  -0.459  -1.364  -4.105  -0.409
H  -1.521  -2.600  -4.716  0.296
H  1.598  -2.812  -4.653  0.466
H  0.560  -3.587  -3.483  -0.138
H  -0.395  -3.856  -7.108  0.369
H  1.254  -3.275  -6.944  0.439
H  1.178  -4.983  -8.659  0.430
H  2.029  -5.693  -7.188  0.350
H  0.379  -6.126  -7.702  0.322
H  -0.231  -6.361  -5.511  0.411
H  -1.421  -5.061  -5.472  0.347
H  -1.328  -6.549  -3.464  0.467
H  -1.178  -4.784  -3.116  0.283
H  0.227  -5.859  -3.000  0.208
C  -5.377  2.014  3.255  -0.815
C  -5.656  2.618  4.658  -1.030
N  -6.908  3.320  4.839  0.042
C  -8.043  2.442  4.548  -0.344
C  -9.398  3.043  4.954  -1.331
C  -6.973  4.621  4.192  -0.161
C  -5.940  5.594  4.739  -1.476
H  -5.843  2.501  2.397  0.303
H  -5.799  1.008  3.264  0.322
H  -4.300  2.039  3.109  0.273
H  -5.602  1.788  5.367  0.396
H  -4.808  3.248  4.928  0.452
H  -8.036  2.127  3.498  0.309
H  -7.916  1.583  5.214  0.332
H  -10.213  2.342  4.812  0.403
H  -9.324  3.508  5.936  0.357
H  -9.582  3.891  4.285  0.309
H  -7.953  5.043  4.404  0.348
H  -6.860  4.547  3.098  0.199
H  -6.135  6.582  4.300  0.431
H  -4.927  5.393  4.388  0.368
H  -6.013  5.740  5.814  0.312
C  1.578  -4.197  -0.465  -1.041
C  2.789  -4.201  -1.407  -0.426
N  3.754  -3.164  -1.141  0.301
C  3.295  -1.806  -1.369  0.252
C  4.334  -0.935  -2.055  -1.535
C  4.530  -3.289  0.080  0.085
C  5.446  -4.518  0.040  -1.625
H  1.881  -4.572  0.515  0.378
H  0.743  -4.817  -0.798  0.388
H  1.166  -3.193  -0.339  0.157
H  3.294  -5.167  -1.402  0.323
H  2.433  -4.090  -2.435  0.131
H  2.886  -1.274  -0.498  0.030
H  2.393  -1.851  -1.995  -0.017
H  4.016  0.101  -2.186  0.389
H  4.683  -1.348  -3.000  0.337
H  5.223  -0.850  -1.416  0.322
H  5.163  -2.449  0.344  0.112
H  3.844  -3.465  0.926  0.270
H  4.887  -5.454  0.111  0.385
H  6.122  -4.529  -0.812  0.323
H  6.049  -4.562  0.954  0.453
C  -0.526  1.519  -3.272  -1.099
C  -0.749  0.576  -2.069  -0.602
N  -1.224  1.237  -0.841  0.139
C  -2.553  1.845  -1.107  -0.507
C  -3.422  1.797  0.137  -1.281
C  -0.321  2.286  -0.404  -0.565
C  1.103  1.816  -0.090  -0.926
H  -1.439  1.988  -3.630  0.274
H  -0.092  0.940  -4.090  0.459
H  0.221  2.276  -3.021  0.339
H  -1.453  -0.136  -2.510  0.543
H  0.163  0.020  -1.851  -0.002
H  -2.469  2.901  -1.398  0.299
H  -3.012  1.298  -1.928  0.496
H  -3.523  0.755  0.448  0.304
H  -2.973  2.365  0.952  0.225
H  -4.420  2.204  -0.032  0.414
H  -0.776  2.805  0.437  0.426
H  -0.136  3.064  -1.163  0.303
H  1.672  2.529  0.510  0.331
H  1.672  1.658  -1.012  0.177
H  1.189  0.858  0.431  0.191

E: -1461.70020 Ha
HOMO-LUMO gap: 8.83 eV
E_LUMO: 0.761 eV
Net charge: 0
Structure (SMILES): CCN(CC)CC.CCN(CC)CC.CCN(CC)CC.CCN(CC)CC.CCN(CC)CC
Energy above the lowest of the compared OMol25 structures with the same formula, charge and spin: 50.9 kJ/mol